(A)
139
Properties=species:S:1:pos:R:3 method="wB97M-V/def2-TZVPD" e_homo_ev=-8.96 total_charge=0
C -2.207 4.759 -4.437
O -1.930 5.204 -5.492
N -1.700 3.655 -3.987
N -3.071 5.212 -3.558
H -2.110 3.120 -3.234
H -0.997 3.185 -4.539
H -3.516 6.083 -3.810
H -3.309 4.691 -2.726
C 7.360 0.732 -1.956
O 7.558 -0.231 -1.248
N 6.388 0.762 -2.795
N 8.110 1.712 -1.961
H 5.956 1.672 -2.865
H 5.853 -0.093 -2.734
H 8.955 1.556 -1.430
H 7.987 2.418 -2.673
C -7.944 1.002 1.311
O -8.763 1.907 1.555
N -8.314 -0.160 0.935
N -6.657 1.062 1.345
H -7.609 -0.850 0.717
H -9.287 -0.400 0.803
H -6.064 0.256 1.208
H -6.305 1.983 1.566
C 2.825 -1.039 -5.115
O 3.374 -1.780 -4.310
N 3.286 -0.661 -6.355
N 1.584 -0.588 -5.024
H 4.112 -1.086 -6.752
H 3.049 0.266 -6.677
H 0.911 -0.605 -4.271
H 1.191 -0.307 -5.911
C 3.939 1.405 5.993
O 3.035 0.907 5.303
N 5.182 1.317 5.619
N 3.743 2.008 7.126
H 5.264 0.715 4.812
H 5.976 1.695 6.115
H 4.541 2.512 7.487
H 2.834 1.855 7.538
C -7.780 -4.817 -1.008
O -8.161 -5.218 0.088
N -6.841 -3.892 -1.173
N -8.259 -5.305 -2.122
H -6.704 -3.435 -2.064
H -6.430 -3.542 -0.319
H -8.110 -5.000 -3.073
H -9.029 -5.952 -2.033
C -4.483 -3.422 3.330
O -4.991 -2.730 2.473
N -4.711 -4.689 3.439
N -3.529 -3.020 4.135
H -4.158 -5.194 4.117
H -5.236 -5.340 2.873
H -3.042 -2.135 4.131
H -3.061 -3.743 4.661
C 3.946 3.922 -5.526
O 3.718 3.355 -6.585
N 3.535 3.551 -4.318
N 4.767 4.911 -5.434
H 3.640 4.285 -3.632
H 2.697 2.989 -4.279
H 5.195 5.332 -6.246
H 4.972 5.302 -4.525
C 2.323 6.589 -0.847
O 3.336 6.055 -1.213
N 1.921 7.724 -1.224
N 1.448 5.973 0.004
H 2.520 8.187 -1.892
H 1.023 8.052 -0.899
H 0.575 6.394 0.287
H 1.678 5.049 0.339
C -2.641 -5.823 -2.678
O -1.496 -6.120 -3.037
N -3.703 -6.471 -3.015
N -2.924 -4.975 -1.737
H -3.704 -7.189 -3.725
H -4.597 -6.178 -2.649
H -3.822 -4.666 -1.393
H -2.153 -4.418 -1.397
C -7.248 0.114 -4.463
O -6.673 -0.732 -3.870
N -8.182 0.867 -3.897
N -7.093 0.345 -5.712
H -8.329 0.673 -2.916
H -8.707 1.633 -4.294
H -6.531 -0.315 -6.229
H -7.840 0.649 -6.321
C 5.666 -4.884 3.067
C 5.024 -6.090 2.409
C 5.705 -6.225 1.002
O 5.123 -7.348 0.294
C 3.837 -7.105 -0.115
N 5.425 -7.232 3.271
H 5.475 -3.909 2.618
H 6.736 -4.980 3.250
H 5.231 -4.853 4.066
H 3.948 -5.956 2.294
H 6.698 -6.632 1.195
H 5.807 -5.333 0.384
H 3.052 -7.171 0.638
H 3.673 -7.852 -0.893
H 3.797 -6.122 -0.583
H 6.404 -7.077 3.468
H 5.413 -7.996 2.611
C -0.105 6.782 6.583
C 0.632 5.482 6.174
C 0.325 5.186 4.785
O -0.802 4.448 4.540
C -0.704 3.144 4.939
N 2.030 5.614 6.417
H 0.041 6.896 7.657
H -1.132 6.785 6.217
H 0.502 7.576 6.149
H 0.190 4.749 6.849
H 1.164 4.587 4.432
H 0.535 6.064 4.172
H 0.026 2.707 4.258
H -1.665 2.635 5.020
H -0.273 3.057 5.936
H 2.342 4.653 6.429
H 2.382 5.775 5.484
C 2.425 -1.011 0.349
C 0.902 -1.069 0.122
C 0.447 0.297 -0.522
O -0.818 0.260 -1.249
C -2.059 -0.264 -0.669
N 0.716 -2.195 -0.730
H 2.585 -0.508 1.302
H 3.025 -0.702 -0.507
H 2.661 -1.996 0.750
H 0.433 -1.255 1.089
H 1.270 0.556 -1.189
H 0.278 1.028 0.268
H -2.070 0.039 0.378
H -1.898 -1.342 -0.632
H -2.924 0.047 -1.254
H 1.566 -2.695 -0.512
H 0.604 -2.051 -1.723

=====

(B)
139
Properties=species:S:1:pos:R:3 method="wB97M-V/def2-TZVPD" e_homo_ev=-9.31 total_charge=0
C 0.436 -0.609 2.355
C -0.734 -0.411 1.411
C -0.336 0.322 0.140
O 0.753 -0.310 -0.540
C 0.911 0.243 -1.840
N -1.354 -1.735 1.094
H 1.369 -0.948 1.882
H 0.270 -1.427 3.064
H 0.746 0.272 2.920
H -1.486 0.179 1.953
H -0.094 1.358 0.419
H -1.203 0.420 -0.533
H 0.173 -0.030 -2.599
H 1.902 -0.056 -2.215
H 1.068 1.328 -1.783
H -0.712 -2.459 1.413
H -1.400 -1.842 0.081
C -2.585 4.512 0.358
C -2.994 5.105 -0.997
C -2.264 4.417 -2.113
O -0.892 4.590 -2.074
C -0.238 4.284 -3.286
N -4.435 5.142 -1.186
H -2.839 5.200 1.178
H -1.505 4.465 0.538
H -3.038 3.538 0.568
H -2.607 6.116 -0.826
H -2.629 4.777 -3.085
H -2.520 3.343 -2.078
H 0.843 4.430 -3.292
H -0.693 4.885 -4.086
H -0.354 3.211 -3.525
H -4.801 5.659 -0.390
H -4.743 4.176 -1.044
C -3.054 -6.735 -1.685
C -3.110 -7.394 -0.312
C -3.900 -6.624 0.734
O -3.382 -5.291 0.794
C -4.346 -4.250 0.945
N -3.641 -8.789 -0.363
H -2.311 -7.146 -2.369
H -2.802 -5.681 -1.543
H -4.020 -6.685 -2.199
H -2.085 -7.509 0.063
H -3.758 -7.061 1.727
H -4.975 -6.608 0.510
H -4.951 -4.480 1.832
H -5.034 -4.202 0.088
H -3.841 -3.290 1.007
H -3.100 -9.275 -1.073
H -4.611 -8.780 -0.672
C 2.470 -0.550 5.516
O 2.190 0.194 6.458
N 3.541 -0.306 4.653
N 1.693 -1.703 5.222
H 3.757 -1.011 3.990
H 4.268 0.322 4.942
H 0.879 -1.663 5.823
H 2.106 -2.599 5.048
C 1.658 4.291 -6.560
O 1.254 4.312 -7.724
N 1.691 3.125 -5.779
N 2.292 5.387 -5.964
H 1.155 2.422 -6.256
H 2.037 3.073 -4.843
H 2.507 6.197 -6.505
H 2.611 5.314 -5.012
C 0.296 -4.458 2.301
O 1.517 -4.267 2.213
N -0.317 -4.392 3.553
N -0.522 -4.805 1.259
H 0.324 -4.368 4.312
H -1.301 -4.544 3.631
H -1.523 -4.888 1.323
H -0.020 -5.018 0.422
C -0.922 2.252 4.979
O -0.082 3.070 4.541
N -0.752 0.873 5.047
N -2.217 2.681 5.297
H 0.146 0.444 4.966
H -1.383 0.328 5.594
H -2.396 3.657 5.393
H -2.763 2.014 5.806
C -4.008 -0.205 -3.048
O -4.805 0.544 -3.636
N -2.795 -0.615 -3.599
N -4.131 -0.552 -1.693
H -2.564 -0.318 -4.525
H -2.208 -1.339 -3.225
H -3.497 -1.232 -1.309
H -4.990 -0.349 -1.227
C 5.590 0.393 -3.275
O 5.777 1.436 -2.639
N 5.313 -0.809 -2.609
N 5.514 0.342 -4.668
H 5.486 -0.754 -1.609
H 5.106 -1.614 -3.148
H 5.651 1.153 -5.230
H 5.301 -0.538 -5.077
C -4.251 -0.448 3.164
O -5.168 -0.061 3.938
N -4.380 -0.565 1.765
N -3.043 -0.947 3.708
H -3.549 -0.746 1.218
H -5.222 -0.384 1.262
H -2.287 -1.279 3.134
H -2.945 -0.900 4.695
C 2.855 3.487 2.151
O 3.949 3.153 1.666
N 1.720 3.823 1.378
N 2.609 3.421 3.525
H 1.768 3.724 0.380
H 0.836 3.844 1.846
H 3.420 3.248 4.091
H 1.703 3.510 3.963
C 4.281 4.911 -2.497
O 3.759 4.525 -3.562
N 4.279 4.097 -1.349
N 4.850 6.189 -2.339
H 3.711 3.284 -1.401
H 4.759 4.382 -0.526
H 4.741 6.847 -3.083
H 5.388 6.346 -1.520
C 5.423 -0.082 0.762
O 6.105 -1.026 0.324
N 5.359 1.167 0.202
N 4.590 -0.234 1.879
H 5.939 1.353 -0.609
H 4.663 1.813 0.560
H 3.921 0.488 2.071
H 4.822 -0.878 2.585
C -0.724 -3.336 -1.928
O -1.700 -2.603 -1.650
N -0.850 -4.496 -2.675
N 0.557 -3.042 -1.460
H -0.093 -5.139 -2.734
H -1.762 -4.746 -2.992
H 1.177 -3.826 -1.428
H 0.764 -2.147 -1.002

=====

Short version: (B) is the most stable of them.

=====

(A)
51
Properties=species:S:1:pos:R:3 method="wB97M-V/def2-TZVPD" e_homo_ev=-7.94 total_charge=0
C -4.414 -3.195 0.963
H -4.328 -3.713 -0.094
O -3.781 -1.804 0.741
C -4.521 -1.037 -0.090
C -5.715 -1.445 -0.916
C -6.358 -0.377 -1.520
C -5.797 0.823 -1.517
C -4.562 1.248 -1.112
C -4.020 0.285 -0.275
N -2.756 0.411 0.549
C -2.045 1.739 0.601
O -2.268 2.671 -0.123
C -0.762 1.202 1.425
C -1.010 2.271 2.846
H -0.163 2.130 3.320
H -1.956 1.743 3.469
H -1.197 3.056 2.597
H -0.639 0.269 1.840
O 0.480 2.025 0.837
C 0.646 1.417 -0.166
O 0.017 0.438 -0.839
C 1.721 2.166 -0.781
H 1.392 2.879 -1.602
H 2.310 2.705 -0.013
C 2.763 1.266 -1.909
H 3.388 1.659 -2.457
H 2.157 0.150 -2.150
C 3.825 0.581 -0.780
C 3.041 -0.465 0.445
C 4.196 -1.156 1.284
C 5.101 -1.875 0.321
C 5.739 -1.166 -0.826
C 4.759 -0.418 -1.559
H 5.204 0.023 -2.359
H 4.106 -1.286 -2.093
H 6.463 -1.564 -1.277
H 6.421 -0.375 -0.392
H 5.840 -2.438 1.276
H 4.492 -2.734 -0.091
H 3.547 -1.599 2.063
H 4.833 -0.436 1.894
H 2.346 0.272 1.199
H 2.387 -1.223 -0.111
H 4.336 1.058 -0.233
H -2.605 -0.316 0.976
H -3.906 2.124 -1.086
H -6.063 1.601 -2.270
H -7.080 -0.657 -2.073
H -6.195 -2.138 -0.794
H -3.925 -3.660 1.602
H -5.446 -3.138 1.257

=====

(B)
51
Properties=species:S:1:pos:R:3 method="wB97M-V/def2-TZVPD" e_homo_ev=-8.87 total_charge=0
C -0.782 -4.775 0.168
C -1.339 -3.755 -0.914
H -2.371 -3.818 -0.917
H -0.898 -3.862 -1.902
O -0.867 -2.221 -0.604
C 0.322 -1.841 -0.764
O 1.030 -2.461 -1.314
C 0.736 -0.503 -0.453
C 2.275 -0.345 -0.217
N 2.425 0.506 0.922
C 3.091 1.590 0.839
O 3.361 2.146 -0.380
C 3.204 2.730 1.842
O 2.107 2.818 2.776
C 1.306 3.828 1.956
H 0.865 3.438 1.238
H 0.248 4.064 2.704
H 1.691 4.811 1.945
H 3.771 3.352 1.558
H 3.898 2.009 2.794
C 2.170 -0.030 2.189
H 2.021 0.710 3.174
C 0.791 -0.921 2.180
C -0.070 -0.219 1.156
H 0.151 0.768 0.955
H -1.107 -0.629 0.910
H 0.831 -1.731 1.835
H 0.284 -0.915 3.035
H 2.856 -0.683 2.719
H 2.560 0.085 -1.018
H 2.701 -1.438 -0.020
C 0.260 0.492 -1.595
C -1.296 0.293 -1.804
C -1.734 -0.572 -2.685
C -3.040 -0.818 -2.955
C -3.924 -0.224 -2.389
C -3.502 1.026 -1.811
C -2.375 1.198 -1.103
C -1.873 2.409 -0.459
H -0.882 2.853 -0.654
H -2.873 3.181 -0.482
H -1.790 2.152 0.842
H -4.294 1.805 -1.214
H -5.078 -0.029 -2.661
H -3.176 -1.695 -3.597
H -1.080 -1.383 -3.169
H 0.335 1.495 -1.245
H 0.566 0.224 -2.464
H -0.945 -4.610 1.058
H -0.976 -5.703 -0.054
H 0.418 -4.801 0.052

=====

Short version: (B) is the most stable of them.

=====

(A)
18
Properties=species:S:1:pos:R:3 method="wB97M-V/def2-TZVPD" e_homo_ev=-13.58 total_charge=+1
C -2.473 -0.186 0.213
C 1.002 -1.431 1.033
C 1.067 1.096 -1.100
N 1.560 1.648 0.221
O -1.565 -0.956 -0.611
Si 0.804 -0.763 -0.684
H -3.050 -0.796 0.951
H -3.209 0.168 -0.461
H -1.762 0.467 0.724
H 1.765 -2.198 1.023
H 1.044 -0.526 1.648
H 0.091 -2.032 1.139
H 1.766 1.429 -1.852
H 0.133 1.612 -1.365
H -2.036 -1.797 -1.061
H 2.327 2.343 0.071
H 0.788 2.090 0.628
H 0.500 -1.542 -1.883

=====

(B)
18
Properties=species:S:1:pos:R:3 method="wB97M-V/def2-TZVPD" e_homo_ev=-14.74 total_charge=+1
C -0.674 -0.686 -2.319
C -2.040 1.022 0.404
C 2.143 -0.773 1.518
N 0.750 -0.699 1.030
O 0.318 1.759 -0.520
Si -0.637 0.493 -0.743
H 2.350 -1.334 2.495
H -0.380 0.016 -3.176
H -0.037 -1.635 -2.270
H -1.665 1.935 1.030
H -2.882 1.600 -0.014
H -2.336 0.270 1.054
H 2.616 -1.385 0.739
H 2.465 0.226 1.671
H 0.266 -0.270 1.834
H 0.378 -1.638 0.809
H -1.678 -1.098 -2.588
H 1.042 2.200 -0.957

=====

Short version: (B) is the most stable of them.